No. 1
The following is a DFT calculation (ωB97M-V/def2-TZVPD) of a molecular structure, C36H39CoN5P2S3.

Results
- spin multiplicity = 4
- charge = 0
- relative energy (zero: lowest compared OMol25 entry of this formula, charge and spin) (kJ/mol) = 445.71
- Kohn-Sham gap (alpha / beta) (eV) = 6.3 / 5.9

CARTESIAN COORDINATES (ANGSTROEM)
Co: 0.3116 0.4126 0.2023
S: -1.2613 1.6590 -1.3682
P: -2.3421 0.3428 -0.3358
C: -1.2962 -0.5108 0.7187
P: -1.0957 -2.1540 1.2206
S: 0.6023 -3.1519 0.9111
C: -2.4656 -3.2090 0.6262
C: -3.7636 -2.9965 1.0836
C: -4.8061 -3.7864 0.6267
C: -4.5598 -4.7977 -0.2907
C: -3.2703 -5.0099 -0.7561
C: -2.2266 -4.2148 -0.3039
C: -1.2581 -2.1229 3.0398
C: -1.6296 -3.2555 3.7159
C: -1.5237 -3.3559 5.1084
C: -0.9585 -2.2863 5.8466
C: -0.5471 -1.1533 5.2348
C: -0.6696 -0.9353 3.7613
C: -3.5389 1.2827 0.7034
C: -3.6007 2.6692 0.6768
C: -4.4700 3.3505 1.5212
C: -5.3108 2.6524 2.3705
C: -5.2667 1.2644 2.3940
C: -4.3684 0.5897 1.5862
C: -3.4719 -0.4870 -1.5370
C: -2.9166 -0.9053 -2.7453
C: -3.7008 -1.5035 -3.7170
C: -5.0507 -1.7215 -3.4818
C: -5.6091 -1.3217 -2.2789
C: -4.8312 -0.6948 -1.3152
H: -3.9438 -2.2321 1.8290
H: -5.8107 -3.6212 0.9963
H: -5.3717 -5.4278 -0.6314
H: -3.0706 -5.8071 -1.4612
H: -1.2135 -4.3922 -0.6409
H: -2.0103 -4.0951 3.1447
H: -1.8557 -4.2503 5.6176
H: -0.8496 -2.3862 6.9201
H: -0.1196 -0.3362 5.8048
H: 0.3323 -0.7611 3.3624
H: -2.9689 3.2147 -0.0133
H: -4.4831 4.4337 1.5157
H: -5.9909 3.1869 3.0217
H: -5.9163 0.7099 3.0601
H: -4.3042 -0.4907 1.6373
H: -1.8652 -0.7282 -2.9404
H: -3.2604 -1.7883 -4.6643
H: -5.6660 -2.1842 -4.2427
H: -6.6618 -1.4892 -2.0875
H: -5.2972 -0.3504 -0.4065
N: 1.9307 -0.0458 1.6698
C: 3.0187 0.9224 1.5143
C: 3.4083 0.8822 0.0495
N: 2.1868 1.0262 -0.7623
C: 2.3661 0.4671 -2.1224
C: 1.0907 -0.2640 -2.5269
N: 0.5724 -0.8867 -1.3016
H: 1.6566 -0.0583 2.6415
H: 2.2513 -0.9910 1.4686
H: 3.8874 0.6978 2.1412
H: 2.6456 1.9139 1.7780
H: 3.8407 -0.1019 -0.1452
H: 4.1575 1.6432 -0.1875
H: 2.0085 2.0198 -0.8323
H: 3.1817 -0.2575 -2.0946
H: 2.6293 1.2381 -2.8493
H: 1.2907 -1.0008 -3.3108
H: 0.3604 0.4486 -2.8972
H: 1.2243 -1.5955 -0.9658
H: -0.2931 -1.3846 -1.4854
N: 0.8166 3.5072 0.3962
C: 0.2444 3.0116 1.5503
N: -0.1174 1.7649 1.7404
C: -0.7673 1.6266 2.9762
C: -1.4855 0.4014 3.4648
C: -2.3835 0.6858 4.6157
C: -2.4161 1.8623 5.2845
C: -1.6270 2.9550 4.8792
C: -0.8892 2.8061 3.7013
S: -0.1328 4.1158 2.8441
H: 0.2425 3.2239 -0.4019
H: 0.9407 4.5089 0.4240
H: -2.0608 0.0809 2.5801
H: -3.0256 -0.1341 4.9152
H: -3.0799 1.9848 6.1326
H: -1.6488 3.9006 5.4015

---

No. 2
The following is a DFT calculation (ωB97M-V/def2-TZVPD) of a molecular structure, C36H39F4IN9OW.

Results
- charge = +3
- relative energy (zero: lowest compared OMol25 entry of this formula, charge and spin) (kJ/mol) = 0.00
- Kohn-Sham gap (eV) = 7.2

CARTESIAN COORDINATES (ANGSTROEM)
W: -0.6616 -0.1610 0.6118
C: 0.1074 -4.8989 1.3507
C: -0.4459 -3.7874 0.4704
N: 0.4750 -2.6279 0.1460
C: 1.0170 -2.9630 -1.2163
C: 2.1390 -2.1172 -1.7856
C: 1.5960 -2.5354 1.1036
C: 2.1570 -1.1364 1.1635
N: 1.1278 -0.0896 1.4685
C: 1.6517 0.9732 2.2584
C: 0.9148 1.5457 3.2939
F: -0.3423 1.1238 3.5190
C: 1.4143 2.5783 4.0661
F: 0.6479 3.0709 5.0293
C: 2.6727 3.0972 3.8326
C: 3.4058 2.5635 2.7925
F: 4.6027 3.0466 2.4934
C: 2.9102 1.5267 2.0158
F: 3.6501 1.0917 0.9899
H: -0.6171 -5.7134 1.3448
H: 0.2411 -4.5980 2.3901
H: 1.0490 -5.3039 0.9797
H: -1.3593 -3.4155 0.9153
H: -0.7370 -4.2263 -0.4829
H: 0.1720 -2.9617 -1.8997
H: 1.3661 -4.0006 -1.1671
H: 1.8942 -1.0587 -1.8062
H: 2.3076 -2.4487 -2.8113
H: 3.0821 -2.2579 -1.2577
H: 2.4067 -3.2183 0.8310
H: 1.2555 -2.8429 2.0838
H: 2.6235 -0.8626 0.2234
H: 2.9271 -1.0940 1.9343
H: 3.0663 3.9018 4.4395
N: -3.4233 -1.8531 1.4798
C: -2.4927 -1.9489 2.5059
C: -2.9456 -2.5376 3.6905
C: -2.0914 -2.6813 4.7538
C: -0.7794 -2.2333 4.6151
C: -0.4091 -1.6522 3.4353
N: -1.2362 -1.4944 2.3647
C: -3.2649 -1.9372 0.1080
C: -4.3189 -2.5218 -0.6065
C: -4.2101 -2.6939 -1.9616
C: -3.0356 -2.2847 -2.5944
C: -2.0619 -1.6910 -1.8425
N: -2.1581 -1.4834 -0.5020
H: -4.3339 -2.1737 1.7743
H: -3.9668 -2.8910 3.7494
H: -2.4321 -3.1391 5.6731
H: -0.0619 -2.3147 5.4187
H: 0.5834 -1.2567 3.3236
H: -5.1988 -2.8571 -0.0732
H: -5.0144 -3.1529 -2.5211
H: -2.8890 -2.4167 -3.6565
H: -1.1593 -1.3347 -2.3046
C: 0.5386 3.6600 -4.4156
N: -0.1800 2.6966 -3.5813
N: 0.4733 1.8723 -2.7031
C: -0.4540 1.0727 -2.1281
O: -0.0988 0.1367 -1.2623
C: -1.6986 1.3932 -2.6437
C: -1.4858 2.4187 -3.5643
C: -2.4590 3.1163 -4.4457
C: 1.8403 2.1177 -2.3221
C: 2.8430 1.2886 -2.7945
C: 4.1596 1.5686 -2.4489
C: 4.4551 2.6732 -1.6630
C: 3.4399 3.5100 -1.2121
C: 2.1218 3.2333 -1.5387
H: 1.5238 3.2665 -4.6478
H: 0.6314 4.6175 -3.9071
H: -0.0203 3.7834 -5.3385
H: -2.6420 0.9302 -2.4117
H: -3.4711 2.8128 -4.1924
H: -2.2801 2.8642 -5.4926
H: -2.3840 4.1988 -4.3412
H: 2.6017 0.4543 -3.4406
H: 4.9558 0.9348 -2.8154
H: 5.4834 2.8943 -1.4099
H: 3.6790 4.3828 -0.6188
H: 1.3235 3.9031 -1.2339
I: -3.0700 4.7214 1.9649
C: -2.1726 2.9474 1.4127
C: -0.8543 2.9509 0.9075
N: -0.1889 1.8784 0.5706
N: -2.1809 0.6283 1.1440
C: -2.8137 1.7434 1.5114
H: -0.3483 3.9066 0.7972
H: 0.7501 2.0990 0.2384
H: -3.8349 1.6736 1.8760

---

No. 3
The following is a DFT calculation (ωB97M-V/def2-TZVPD) of a molecular structure, C36H39N5NiO2.

Results
- spin multiplicity = 3
- charge = 0
- Kohn-Sham gap (alpha / beta) (eV) = 6.7 / 6.9

CARTESIAN COORDINATES (ANGSTROEM)
Ni: -1.1991 -0.8710 -0.1992
C: -3.3043 2.0328 -0.9160
C: -4.4966 1.1661 -0.4432
C: -4.2232 -0.1148 0.3169
N: -3.2677 -1.0359 -0.3287
C: -3.6791 -2.0052 -1.1149
C: -5.0789 -2.0922 -1.4876
C: -5.6846 -3.1438 -2.0939
C: -5.2882 -4.3606 -2.6334
C: -4.0205 -4.6698 -2.7893
C: -2.8325 -4.0442 -2.3718
C: -2.5884 -2.8062 -1.7655
N: -1.4622 -2.1372 -1.7205
C: -0.3886 -2.7401 -2.3801
C: 0.8928 -1.9018 -2.5978
C: 1.7136 -1.5485 -1.3768
N: 1.0633 -0.5303 -0.4869
C: 0.9989 0.8868 -0.8318
C: 1.4321 1.4769 -1.9837
C: 1.4141 2.8678 -2.3039
C: 1.4279 3.9275 -1.4793
C: 1.2622 3.8916 -0.0701
C: 0.7494 2.9747 0.7088
C: 0.2483 1.6638 0.2035
N: -0.9083 1.1546 0.4405
C: -1.8659 1.9460 1.2046
C: -2.6272 2.7957 0.1691
H: -3.4994 2.8076 -1.6541
H: -2.6096 1.2809 -1.4093
H: -5.0835 0.9000 -1.3461
H: -5.1215 1.8299 0.1378
H: -5.2221 -0.4642 0.4223
H: -3.7734 0.0848 1.2599
H: -5.6225 -1.1510 -1.3000
H: -6.7722 -3.0434 -2.1741
H: -6.0219 -5.0116 -3.0428
H: -3.7531 -5.6358 -3.3010
H: -2.1345 -4.4324 -3.0616
H: -0.7064 -2.8787 -3.3579
H: -0.2475 -3.7724 -1.9977
H: 0.6215 -0.9417 -3.1319
H: 1.5699 -2.4797 -3.2588
H: 2.7577 -1.2573 -1.5453
H: 1.7595 -2.4165 -0.7481
H: 1.7018 0.9088 -2.8412
H: 1.5921 3.0854 -3.3094
H: 1.6024 4.8939 -1.9476
H: 1.5434 4.7963 0.3460
H: 0.7284 3.0348 1.7910
H: -1.4716 2.6175 1.9494
H: -2.6500 1.3851 1.6845
H: -1.8579 3.3919 -0.2925
H: -3.1865 3.5836 0.6617
C: 5.6645 3.2072 -0.1989
O: 4.6574 2.2093 0.0797
C: 4.1102 2.2647 1.3170
C: 4.2908 3.3099 2.1741
C: 3.7295 3.2610 3.4451
C: 2.9552 2.2218 3.8390
C: 2.6309 1.2282 2.8979
C: 3.2204 1.1616 1.6613
N: 3.0250 0.0893 0.7640
C: 1.7294 -0.5312 0.8270
C: 1.7273 -1.8338 1.5590
C: 2.8042 -2.4265 2.2165
C: 2.5593 -3.5489 2.9919
C: 1.2901 -4.0541 3.2623
C: 0.2266 -3.4215 2.5897
C: 0.4157 -2.2432 1.8864
O: -0.6207 -1.5131 1.5375
H: 6.0605 2.9372 -1.1824
H: 6.3863 3.1092 0.5839
H: 5.2988 4.2444 -0.2190
H: 4.7768 4.1466 1.7697
H: 3.8745 4.1146 4.0977
H: 2.6552 2.2222 4.9085
H: 2.1424 0.2500 3.1412
H: 3.4152 0.2429 -0.1421
H: 1.1039 0.0929 1.4555
H: 3.7628 -1.9850 2.1329
H: 3.4031 -4.0466 3.5817
H: 1.0654 -4.9072 3.9046
H: -0.7906 -3.7006 2.9164

---

No. 4
The following is a DFT calculation (ωB97M-V/def2-TZVPD) of 2 unconnected molecules or ions with the total composition C36H39NO2S.

Results
- charge = 0
- Kohn-Sham gap (eV) = 2.3

CARTESIAN COORDINATES (ANGSTROEM)
C: -5.9499 3.8240 -0.8215
C: -5.1775 2.7141 -1.4733
C: -4.6261 1.6996 -0.6951
C: -3.7647 0.7394 -1.2304
C: -3.2289 -0.3248 -0.3107
C: -3.4372 0.8038 -2.5950
C: -2.4268 -0.1403 -3.2191
C: -3.1124 -1.4482 -3.6944
C: -1.1298 -0.5117 -2.4347
C: -0.4377 0.4477 -1.5430
C: 0.8853 0.8827 -1.8024
C: 1.1941 2.2302 -2.2308
C: 0.1359 3.1216 -2.8272
C: 2.5234 2.6225 -2.2309
C: 3.5466 1.7176 -1.8931
C: 4.9335 2.2350 -1.6517
C: 3.2556 0.3544 -1.7781
C: 1.9393 -0.0779 -1.7539
C: 1.6565 -1.5380 -1.7261
C: -4.1509 1.7023 -3.4256
C: -4.0525 1.6517 -4.9283
C: -4.9585 2.6835 -2.8533
H: -6.3153 4.5232 -1.5830
H: -6.8107 3.4393 -0.2564
H: -5.3354 4.3906 -0.1030
H: -4.8473 1.6655 0.3719
H: -3.4809 -1.3480 -0.6379
H: -2.1382 -0.2966 -0.2153
H: -3.6060 -0.1564 0.7106
H: -2.0689 0.3667 -4.1253
H: -3.9976 -1.2314 -4.3122
H: -2.4139 -2.0564 -4.2914
H: -3.4357 -2.0312 -2.8180
H: -1.2710 -1.4613 -1.8831
H: -0.4096 -0.7107 -3.2424
H: -1.0277 0.9747 -0.7958
H: 0.5636 4.1128 -3.0330
H: -0.2375 2.7245 -3.7897
H: -0.7282 3.2472 -2.1621
H: 2.7975 3.6439 -2.5155
H: 5.5530 1.4437 -1.2043
H: 5.4023 2.5522 -2.5977
H: 4.9158 3.1083 -0.9741
H: 4.0608 -0.3805 -1.6934
H: 2.5761 -2.0823 -1.5067
H: 0.9386 -1.7993 -0.9410
H: 1.2622 -1.9290 -2.6765
H: -4.7603 2.3872 -5.3346
H: -3.0503 1.9248 -5.2951
H: -4.3078 0.6633 -5.3445
H: -5.4192 3.4394 -3.4940
C: 3.4745 -3.8857 0.0408
C: 4.2970 -2.8481 0.4903
C: 3.7963 -1.8566 1.3418
C: 2.4870 -1.9531 1.8727
C: 2.0141 -1.0453 2.9295
C: 2.8187 -0.0112 3.4571
N: 3.4519 0.8431 3.9610
S: 0.9319 -1.8818 4.1385
C: 1.4509 -1.4960 5.8721
C: 1.7653 -2.5876 6.6920
C: 2.1563 -2.3789 8.0202
C: 2.1936 -1.0881 8.5471
C: 1.8139 -0.0098 7.7525
C: 1.4459 -0.2057 6.4167
O: -0.4454 -1.4603 3.9941
O: 1.3061 -3.2831 3.9725
C: 1.6387 -2.9729 1.3408
C: 2.1521 -3.9506 0.5004
H: 3.8057 -4.6265 -0.6911
H: 5.3444 -2.8337 0.2088
H: 4.4437 -1.0337 1.6813
H: 1.7158 -3.6050 6.2893
H: 2.4132 -3.2400 8.6353
H: 2.5035 -0.9364 9.5767
H: 1.7888 0.9886 8.1707
H: 1.1539 0.6455 5.8027
H: 0.5736 -3.0344 1.6048
H: 1.4829 -4.7661 0.2428

---

No. 5
The following is a DFT calculation (ωB97M-V/def2-TZVPD) of a molecular structure, C36H40BrN6O2PdS.

Results
- spin multiplicity = 5
- charge = +3
- relative energy (zero: lowest compared OMol25 entry of this formula, charge and spin) (kJ/mol) = 3.92
- Kohn-Sham gap (alpha / beta) (eV) = 7.5 / 4.9

CARTESIAN COORDINATES (ANGSTROEM)
Pd: 0.6753 0.3170 -1.2020
C: -4.4089 -0.9993 3.6499
C: -4.2059 -1.2706 2.1479
C: -5.5450 -1.6823 1.5111
C: -3.2087 -2.4145 1.9792
C: -3.7166 0.0062 1.4912
C: -4.5752 1.1665 1.5295
C: -4.2521 2.3778 0.9636
C: -3.0258 2.4740 0.3196
S: -2.3367 3.8055 -0.5085
C: -0.9481 2.8244 -0.8881
N: -1.0016 1.5776 -0.3938
C: -2.1414 1.3396 0.2690
C: -2.5054 0.1140 0.8693
C: 0.1413 3.2377 -1.6818
C: 0.2496 4.5559 -2.1961
C: 1.3293 4.8866 -2.9671
C: 2.3114 3.9181 -3.2368
C: 2.2126 2.6183 -2.7411
C: 1.1314 2.2515 -1.9667
H: -4.7810 -1.9032 4.1319
H: -5.1370 -0.2084 3.8316
H: -3.4695 -0.7185 4.1293
H: -5.8901 -2.6078 1.9715
H: -5.4368 -1.8553 0.4390
H: -6.3260 -0.9370 1.6603
H: -3.6108 -3.3119 2.4472
H: -2.2520 -2.1965 2.4596
H: -3.0347 -2.6438 0.9246
H: -5.5304 1.0811 2.0297
H: -4.9333 3.2158 1.0161
H: -1.8150 -0.7145 0.8036
H: -0.5109 5.2968 -1.9792
H: 1.4312 5.8851 -3.3679
H: 3.1626 4.1893 -3.8491
H: 2.9927 1.9063 -2.9819
C: 3.1624 -1.4281 -2.9262
O: 2.8143 -0.8284 -1.6589
C: 3.6894 -0.8974 -0.6530
C: 4.9097 -1.5235 -0.7222
C: 5.7289 -1.5312 0.4082
Br: 7.3734 -2.3686 0.3367
C: 5.3338 -0.9125 1.6122
C: 4.1202 -0.2880 1.7190
C: 3.2244 -0.2505 0.5782
O: 2.0958 0.2980 0.6221
C: 3.7312 0.3612 2.9674
N: 2.5999 1.0352 3.1737
C: 2.5723 1.5318 4.4727
C: 1.6323 2.2913 5.1620
C: 1.9437 2.6072 6.4661
C: 3.1449 2.1849 7.0676
C: 4.0761 1.4338 6.3850
C: 3.7590 1.1179 5.0682
N: 4.4456 0.3941 4.0973
H: 4.0665 -0.9664 -3.3208
H: 2.3206 -1.2286 -3.5809
H: 3.2951 -2.5022 -2.8058
H: 5.2514 -2.0109 -1.6226
H: 6.0268 -0.9478 2.4413
H: 1.9129 1.1391 2.4379
H: 0.7109 2.6195 4.7019
H: 1.2497 3.1974 7.0480
H: 3.3409 2.4603 8.0943
H: 4.9984 1.1128 6.8487
H: 5.3489 -0.0318 4.2327
C: -1.1277 0.5540 -4.0149
N: -1.2608 -0.8767 -4.1897
C: -1.0203 -1.3405 -5.5555
C: -1.1140 -1.7206 -3.1330
N: -0.5428 -1.3370 -2.0051
N: -1.5887 -2.9763 -3.2972
C: -2.7205 -3.2824 -4.1693
C: -1.2164 -4.0330 -2.3720
H: -1.6446 1.0491 -4.8364
H: -0.0837 0.8876 -4.0280
H: -1.5921 0.8635 -3.0798
H: -0.0411 -0.9962 -5.9016
H: -1.7806 -0.9422 -6.2262
H: -1.0399 -2.4241 -5.6070
H: -0.7346 -2.0099 -1.2723
H: -3.0923 -2.3770 -4.6388
H: -3.5228 -3.7181 -3.5714
H: -2.4403 -4.0002 -4.9407
H: -0.1757 -3.9270 -2.0688
H: -1.3231 -4.9916 -2.8759
H: -1.8557 -4.0518 -1.4819

---

no.,largest force on an atom (eV/Å),molecular weight (g mol⁻¹),total energy (Eh)
1,1.9,758.83,-4929.01020
2,0.5,1000.51,-2726.67497
3,3.7,632.43,-3327.62616
4,2.0,549.78,-1998.41968
5,0.4,807.15,-4973.98554